DFT (ωB97M-V/def2-TZVPD) results for a molecular structure, C37H40NiOP2.

As for the expectation value of S²: 2.01. The molar mass is 621.4 g/mol. Its spin multiplicity is 3. For the HOMO-LUMO gap (alpha / beta), the calculation gives 6.1 / 7.0 eV.

The geometry in XYZ format:
```
81
Properties=species:S:1:pos:R:3:forces:R:3:mulliken_charge:R:1
Ni 1.97250 -1.04724 3.76379 -0.1 -1.0 1.2 0.02
C 2.60929 -4.29065 4.54843 0.6 1.0 -1.2 -0.78
C 2.36691 -3.42775 3.52132 1.1 -0.8 0.3 0.07
C 1.39147 -3.72129 2.41636 -0.6 0.2 -0.2 -0.60
C 0.05109 -2.94935 2.52300 0.1 -0.1 -0.2 -0.47
C -0.35736 -2.73647 3.95861 -0.8 -0.3 0.3 -0.43
C -0.37396 -3.72426 4.87245 -0.1 0.7 -0.2 -0.31
C 0.17708 -5.11573 4.74672 -0.2 -1.0 0.0 -0.90
C 1.68456 -5.33547 5.05831 -0.3 -0.5 0.1 -0.91
C 1.58836 0.51902 4.75031 -0.2 1.3 0.0 -1.18
H 3.57904 -4.28111 5.05311 -0.4 0.6 0.2 0.48
H 3.08290 -2.55377 3.32486 -0.1 -1.3 0.0 0.49
H 1.16571 -4.79985 2.41090 0.3 0.5 -0.2 0.49
H 1.89079 -3.44720 1.47043 -0.2 -0.4 0.2 0.13
H 0.10922 -1.97535 2.00810 0.0 -0.3 0.1 0.13
H -0.71903 -3.53598 1.98640 0.2 0.4 0.1 0.50
H -0.71992 -1.71897 4.21813 0.1 -0.9 0.0 0.46
H -0.81544 -3.55531 5.85865 0.4 0.4 -0.3 0.29
H -0.01340 -5.59548 3.78025 -0.3 0.3 0.1 0.34
H -0.36291 -5.71222 5.49946 0.1 0.0 -0.4 0.39
H 1.79922 -5.43672 6.15164 0.2 0.4 -0.3 0.44
H 2.00745 -6.33226 4.69058 -0.3 0.4 0.0 0.35
H 2.59905 0.98077 4.80740 -0.7 0.3 -0.1 0.32
H 1.26303 0.31756 5.79081 0.0 0.2 -0.7 0.35
H 0.83808 1.13270 4.23153 0.4 0.3 0.3 0.33
P 0.59391 1.65644 -3.19854 1.3 1.0 0.2 0.34
P -1.90721 2.61194 -2.07557 -0.5 1.5 0.4 0.03
C -0.85664 0.71164 -3.68362 -1.1 0.4 0.7 -0.42
C -2.03269 1.29916 -3.32248 0.9 -0.5 -0.7 -0.86
C 1.44626 2.00672 -4.80263 0.1 -0.3 -0.3 0.23
C 1.22941 1.20917 -5.93244 0.4 0.1 -0.2 0.06
C 1.98415 1.39979 -7.09749 0.0 0.3 0.1 -0.60
C 2.91705 2.44029 -7.16496 -0.1 0.0 0.3 -0.44
C 3.07471 3.30627 -6.07210 -0.2 -0.2 -0.1 -0.53
C 2.33572 3.10261 -4.90520 -0.2 -0.5 0.0 -0.45
C 1.60445 0.40777 -2.33674 0.1 -0.3 -0.3 0.49
C 1.15490 0.01927 -1.05885 0.2 0.0 -0.4 -0.94
C 1.79639 -1.01591 -0.39186 0.3 0.0 -0.1 0.10
C 2.89069 -1.66012 -0.98325 -0.1 0.1 -0.2 -0.67
C 3.36154 -1.24098 -2.23337 0.0 0.2 0.3 -0.64
C 2.74134 -0.18272 -2.90081 -0.2 -0.3 0.4 -0.66
C -3.20388 3.73248 -2.78380 -0.3 0.2 -0.1 0.22
C -2.86896 4.37795 -3.99041 -0.4 -0.2 -0.1 -0.42
C -3.85488 4.98384 -4.77202 -0.3 0.1 0.2 -0.49
C -5.18707 5.01549 -4.32953 0.3 -0.2 0.1 -0.46
C -5.49881 4.48535 -3.07399 0.2 0.1 0.1 -0.49
C -4.50289 3.89136 -2.28327 -0.1 -0.1 -0.5 -0.39
C -2.80155 1.88551 -0.66177 0.1 -0.3 0.1 0.54
C -2.83290 2.59767 0.55670 -0.3 -0.3 -0.5 -0.53
C -3.69511 2.18440 1.56981 -0.1 -0.3 -0.1 -0.56
C -4.48536 1.03706 1.39402 0.1 0.2 -0.2 -0.50
C -4.36206 0.27636 0.22705 0.2 0.0 0.2 -0.68
C -3.47668 0.66892 -0.78103 -0.5 0.3 0.5 -0.16
H -0.74349 -0.26312 -4.15398 -0.4 0.2 -0.5 0.65
H -3.01525 1.07319 -3.75483 0.3 -0.5 0.3 0.73
H 0.47443 0.42343 -5.90021 0.3 0.1 0.0 0.25
H 1.84714 0.73595 -7.95432 0.0 0.2 0.3 0.38
H 3.51699 2.58437 -8.06579 -0.2 0.0 0.3 0.36
H 3.77663 4.14061 -6.13858 -0.2 -0.3 0.0 0.37
H 2.44367 3.78206 -4.05930 0.0 -0.2 -0.1 0.38
H 0.30232 0.52975 -0.60435 0.2 -0.2 -0.1 0.43
H 1.45417 -1.31340 0.60015 0.1 0.1 -0.3 0.33
H 3.38394 -2.48602 -0.47066 -0.1 0.2 -0.1 0.40
H 4.22063 -1.72920 -2.69167 -0.2 0.1 0.2 0.38
H 3.12656 0.17373 -3.85607 -0.2 -0.2 0.2 0.33
H -1.83890 4.36080 -4.34460 -0.2 -0.1 0.0 0.43
H -3.60156 5.42309 -5.73896 0.0 -0.1 0.3 0.37
H -5.97378 5.44970 -4.95663 0.4 -0.2 0.3 0.35
H -6.53071 4.51388 -2.71024 0.4 0.1 -0.1 0.36
H -4.75414 3.50787 -1.29726 0.0 -0.1 -0.2 0.29
H -2.20271 3.48075 0.68084 -0.3 -0.2 -0.1 0.38
H -3.76843 2.76147 2.49044 0.1 -0.2 -0.2 0.42
H -5.19565 0.74291 2.16755 0.2 0.1 -0.2 0.41
H -4.96694 -0.62142 0.08833 0.2 0.2 0.1 0.39
H -3.34950 0.05436 -1.67162 -0.2 0.2 0.2 0.39
C 3.60870 -1.58447 6.37682 0.1 0.4 0.7 -1.31
C 2.25975 -1.67848 5.70782 -0.7 -1.9 -0.1 1.07
O 1.31849 -2.24556 6.24364 1.4 1.2 0.5 -0.56
H 4.02307 -0.57096 6.31161 -0.1 -0.2 -0.1 0.34
H 4.33401 -2.27090 5.91421 -0.3 0.2 0.0 0.21
H 3.47297 -1.83976 7.43430 0.2 -0.1 -0.1 0.35
```
Positions in Å, forces in eV/Å.

---

DFT (ωB97M-V/def2-TZVPD) results for a molecular structure, C4H14NO2.

The molar mass is 108.2 g/mol. For the HOMO-LUMO gap, the calculation gives 6.1 eV. Its total charge is +1.

The geometry in XYZ format:
```
21
Properties=species:S:1:pos:R:3:forces:R:3:mulliken_charge:R:1
O 1.62154 -2.68974 -0.49292 -0.5 2.3 2.0 -0.46
C 0.66490 -2.28087 0.49257 1.7 -4.3 0.1 -0.94
C -0.37454 -1.39959 -0.00471 -3.4 3.9 -4.1 0.41
N 0.08133 -0.13127 -0.51968 -1.1 -2.5 0.5 -0.16
C -0.86905 3.81212 -1.11763 3.2 -1.7 3.0 -0.59
C -1.42911 -1.07905 1.07673 0.9 0.2 2.4 -1.37
H 2.32445 -1.97442 -0.43020 -0.6 -1.2 -0.1 0.44
H -0.00604 -3.14154 0.73809 0.8 0.1 -0.3 0.38
H 0.97642 -1.91392 1.42577 1.4 0.5 1.0 0.52
H -0.96814 -1.89958 -0.78045 0.6 -0.1 -0.2 0.39
H -0.10007 -0.18614 -1.55397 0.7 0.7 0.6 0.35
H -0.48696 2.70995 -0.99818 -0.9 1.8 -0.5 -0.15
H -1.12647 4.04519 -2.08244 -0.9 0.3 -2.2 0.28
H -1.63667 3.99134 -0.37246 -0.1 0.1 -0.1 0.24
H 0.06749 4.41146 -0.86926 -1.3 -0.5 -0.2 0.24
H -1.83108 -2.05059 1.38341 0.0 0.0 -0.1 0.40
H -2.20608 -0.43771 0.76231 -0.8 0.4 -0.9 0.42
H -1.01267 -0.55826 1.96137 0.1 -0.5 -0.4 0.36
H 2.93421 0.57237 0.40295 -1.1 -0.5 0.2 0.34
H 1.17035 0.21416 0.23412 3.1 0.4 1.2 0.49
O 2.20618 -0.01391 0.74457 -1.7 0.7 -1.9 -0.60
```
Positions in Å, forces in eV/Å.

---

DFT (ωB97M-V/def2-TZVPD) results for 7 unconnected molecules or ions with the total composition C32H67NO8PS.

The molar mass is 656.9 g/mol. For the HOMO-LUMO gap, the calculation gives 7.9 eV. Its total charge is +1.

The geometry in XYZ format:
```
110
Properties=species:S:1:pos:R:3:forces:R:3:mulliken_charge:R:1
C -2.80444 -6.16356 -1.12984 -0.3 1.0 0.1 -0.75
C -3.64019 -4.97714 -0.52364 1.3 -0.2 -0.9 -0.61
P -3.54300 -3.39272 -1.53546 -1.5 0.8 0.4 0.10
C -4.31227 -3.75849 -3.20360 0.3 -0.6 0.2 -1.32
C -1.68206 -3.08982 -1.70882 -0.8 -2.0 0.9 -0.51
C -1.29743 -2.33617 -0.36130 0.3 0.3 -2.8 -1.16
C -0.60467 -1.04859 -0.95175 1.3 0.0 1.1 0.03
C -1.22351 0.33948 -0.70288 0.2 -0.2 -0.7 -1.50
S -2.86079 0.52177 -1.47736 -3.8 -0.8 0.8 1.10
O -3.93037 0.57629 -0.44931 2.6 0.2 -1.6 -0.62
O -3.11396 -0.48800 -2.53622 1.5 1.5 1.1 -0.66
C -0.13263 -1.41651 -2.38114 -0.4 -0.1 1.6 -0.63
N -1.18781 -2.35912 -2.92138 1.0 0.1 -0.7 0.15
H -2.81763 -6.06046 -2.22904 -0.1 -0.5 0.4 0.29
H -3.19542 -7.13495 -0.80198 0.3 0.2 -0.2 0.37
H -1.75244 -6.03457 -0.82308 -0.4 -0.4 0.0 -0.02
H -3.23735 -4.72070 0.47263 -0.4 -0.1 -0.3 0.42
H -4.71001 -5.20879 -0.41724 0.3 0.2 -0.1 0.43
H -4.85889 -2.87672 -3.56942 0.5 -0.2 0.2 0.34
H -3.60959 -4.13718 -3.96641 -0.4 0.1 0.2 0.42
H -5.08183 -4.53354 -3.02745 0.4 0.2 -0.1 0.42
H -1.16950 -4.06806 -1.76301 -0.1 0.5 0.1 0.69
H -0.55835 -2.96058 0.16151 -0.5 0.4 0.2 0.15
H -2.24112 -2.13728 0.16290 0.5 0.0 0.3 0.56
H 0.35761 -0.99362 -0.40327 -0.4 0.3 -0.2 0.57
H -1.28042 0.55303 0.37517 -0.4 -0.1 -0.4 0.51
H -0.56522 1.10905 -1.14843 -0.4 -0.3 0.1 0.55
H -2.84831 1.75922 -2.10446 0.4 -0.6 0.3 0.07
H 0.14266 -0.55954 -3.00541 -0.2 -0.5 -0.1 0.45
H 0.70834 -2.09577 -2.16155 0.0 0.6 -0.7 0.14
H -1.87504 -1.97696 -3.57784 -0.4 0.6 0.9 0.44
H -0.65465 -2.99654 -3.51259 -0.2 -0.3 0.1 0.44
C -5.47451 3.84026 -1.69054 0.1 -0.1 0.3 0.11
C -6.80483 4.41609 -2.14224 -0.2 -0.1 -0.2 -0.59
C -6.37954 5.74660 -2.74017 0.1 0.2 0.1 -0.54
O -5.05583 5.55792 -3.26143 0.0 -0.2 0.1 -0.44
C -4.53809 4.31441 -2.78889 0.0 0.1 -0.3 -0.41
H -5.48135 2.75476 -1.57578 0.0 0.0 0.0 -0.01
H -5.18361 4.28282 -0.73361 0.0 0.0 0.0 0.17
H -7.24202 3.77957 -2.91640 0.0 0.0 0.0 0.31
H -7.53369 4.52379 -1.33966 0.0 0.0 0.0 0.35
H -6.33441 6.52989 -1.97673 -0.1 0.0 0.0 0.28
H -7.04139 6.08004 -3.53997 0.1 0.0 0.0 0.30
H -4.52547 3.61081 -3.63134 0.0 -0.1 0.0 0.28
H -3.51164 4.45663 -2.43865 0.0 0.1 0.0 0.24
C -6.99691 0.84351 0.62661 0.0 0.0 -0.3 0.21
C -6.86712 1.75085 1.83759 0.2 0.0 0.2 -0.52
C -8.31104 1.86782 2.29700 -0.2 0.1 -0.1 -0.43
O -8.95478 0.63918 1.94113 0.2 0.1 -0.1 -0.40
C -8.10170 -0.10293 1.06258 -0.1 -0.1 0.2 -0.51
H -6.07640 0.32818 0.36327 0.0 0.0 0.0 0.06
H -7.32322 1.42549 -0.24109 0.0 0.0 0.0 -0.01
H -6.26704 1.25846 2.60810 0.0 0.0 0.0 0.28
H -6.41179 2.71681 1.61776 0.0 0.0 0.0 0.29
H -8.82817 2.68374 1.78023 0.1 0.1 0.0 0.24
H -8.40022 2.02754 3.37254 -0.1 -0.1 0.0 0.30
H -7.69701 -0.95363 1.62254 0.0 0.0 -0.1 0.26
H -8.68568 -0.48603 0.22415 -0.1 0.0 0.1 0.29
C 5.13839 -1.05138 -3.11202 -0.1 0.1 -0.3 -0.69
C 5.37472 -0.19480 -1.88047 0.1 -0.1 0.2 -0.58
C 3.96588 -0.01145 -1.34770 -0.2 0.2 0.2 -0.25
O 3.22760 -1.19499 -1.71025 0.0 0.0 -0.2 -0.22
C 4.00293 -1.94947 -2.65557 0.0 -0.3 0.2 -0.33
H 6.01638 -1.60934 -3.43436 0.0 0.0 0.0 0.37
H 4.80813 -0.42381 -3.94436 0.0 0.0 0.0 0.28
H 5.97930 -0.74585 -1.15525 0.0 0.1 0.0 0.24
H 5.87380 0.74951 -2.09134 0.0 0.0 0.0 0.40
H 3.47349 0.85008 -1.81267 0.1 0.0 0.0 0.25
H 3.94119 0.11750 -0.26497 -0.1 0.0 0.0 0.10
H 4.38319 -2.84031 -2.14336 0.0 0.0 -0.1 0.15
H 3.36349 -2.27041 -3.48189 -0.1 0.0 0.1 0.31
C 5.72201 0.99878 3.92082 0.2 0.2 0.1 -0.40
C 4.23364 1.19148 4.15300 -0.2 -0.2 0.1 -0.53
C 3.81376 1.92917 2.89329 0.1 0.2 -0.1 -0.31
O 4.68852 1.48755 1.84581 0.0 -0.1 0.2 -0.37
C 5.77756 0.75263 2.42372 0.0 -0.2 -0.1 -0.42
H 6.15515 0.18487 4.50072 0.0 0.0 0.0 0.36
H 6.25839 1.91892 4.16944 0.0 0.0 0.0 0.08
H 3.73593 0.21872 4.20173 0.0 0.0 0.0 0.26
H 3.99769 1.73982 5.06417 0.0 0.0 0.0 0.36
H 3.93938 3.01139 3.00536 -0.1 0.0 0.1 0.18
H 2.77792 1.72746 2.61243 0.0 0.0 -0.1 0.21
H 5.63219 -0.30864 2.19012 0.1 0.0 0.0 0.24
H 6.71717 1.08068 1.97648 -0.1 0.0 -0.1 0.34
C 3.01894 -5.59525 -0.32038 0.2 -0.1 0.0 -0.67
C 1.77700 -6.43842 -0.08254 -0.2 0.0 -0.1 -0.23
C 1.42921 -6.08617 1.35421 0.1 0.0 0.2 -0.50
O 1.86737 -4.73603 1.56196 0.0 -0.1 -0.3 -0.45
C 2.69624 -4.33605 0.46520 -0.2 0.1 0.1 0.32
H 3.22268 -5.39877 -1.37324 0.0 0.0 0.0 0.35
H 3.89283 -6.09083 0.10925 0.0 0.0 0.0 0.30
H 0.97317 -6.11494 -0.75355 0.0 0.0 0.0 -0.05
H 1.93434 -7.50574 -0.23166 0.0 0.0 0.0 0.41
H 1.96216 -6.72846 2.06152 -0.1 -0.1 0.0 0.33
H 0.35947 -6.15824 1.55965 0.0 0.1 0.1 0.27
H 2.12746 -3.62045 -0.14441 0.1 0.1 -0.1 -0.34
H 3.58819 -3.83539 0.84359 -0.1 0.1 0.1 0.27
C 6.71046 5.67160 2.38384 -0.2 -0.1 -0.1 -0.21
C 6.61311 6.82134 3.37239 0.1 0.2 0.0 -0.58
C 6.94753 6.13382 4.68549 -0.1 -0.2 0.1 -0.40
O 7.84587 5.06296 4.37009 -0.2 0.1 -0.2 -0.41
C 7.86904 4.87045 2.95182 0.2 0.0 0.1 -0.28
H 6.87783 5.98837 1.35470 0.0 0.0 0.0 0.38
H 5.79256 5.07641 2.41301 0.0 0.0 0.0 -0.05
H 7.36982 7.57557 3.14097 0.0 0.0 0.0 0.28
H 5.63917 7.30986 3.38524 0.0 0.0 0.0 0.34
H 6.05289 5.70165 5.14758 0.0 0.1 0.0 0.24
H 7.41907 6.80457 5.40472 0.0 -0.1 0.0 0.27
H 8.82914 5.23938 2.57565 0.0 0.0 -0.1 0.30
H 7.79438 3.80456 2.72674 0.0 0.0 0.1 0.10
```
Positions in Å, forces in eV/Å.

---

DFT (ωB97M-V/def2-TZVPD) results for a molecular structure, C11H27Br3HfO5.

The molar mass is 657.5 g/mol. For the HOMO-LUMO gap, the calculation gives 9.0 eV.

The geometry in XYZ format:
```
47
Properties=species:S:1:pos:R:3:forces:R:3:mulliken_charge:R:1
Hf 19.75317 -13.46686 3.97654 -0.5 -0.7 -1.9 0.72
Br 17.00579 -13.74505 4.47371 1.4 0.3 -0.5 -0.52
Br 22.36127 -14.32497 4.63816 -1.2 0.3 -0.2 -0.51
Br 19.98052 -11.38361 5.89896 -0.2 -1.3 -1.1 -0.55
C 18.89602 -12.82142 -0.21929 0.9 -0.4 -0.3 -0.94
C 18.58018 -14.05600 0.63212 -1.9 0.8 -0.2 0.60
C 18.56240 -15.33851 -0.19138 0.1 -0.5 0.3 -1.64
O 19.29510 -14.08647 1.80909 1.6 0.5 3.4 0.44
H 18.30617 -12.75297 -1.13527 -0.3 -0.1 0.2 0.48
H 19.93468 -12.90924 -0.56020 0.0 0.3 0.1 0.25
H 18.77033 -11.90132 0.34712 0.1 -0.1 0.1 -0.02
H 17.50571 -13.94405 0.86619 0.0 0.1 0.3 0.02
H 19.55012 -15.74203 -0.42804 0.0 0.2 -0.2 0.34
H 17.96909 -15.17427 -1.09249 0.3 0.1 -0.2 0.43
H 18.00644 -16.12581 0.32617 0.2 0.0 0.3 0.36
C 21.94101 -12.59820 1.62765 1.1 0.3 -0.6 -0.69
O 21.33068 -12.07692 2.80781 -0.5 -0.7 0.2 0.13
C 21.34742 -10.65325 2.86902 0.3 0.3 -0.1 -0.78
C 20.02230 -10.15498 2.32372 0.3 -0.4 -0.2 -0.57
O 19.03046 -11.08336 2.74120 -0.4 -0.1 -0.6 0.21
C 17.74498 -10.59395 2.36061 -0.8 0.4 1.6 -1.09
H 21.72078 -13.64781 1.48109 -0.2 0.0 0.3 0.03
H 23.02267 -12.45436 1.69974 0.0 -0.2 0.3 0.34
H 21.66621 -12.04385 0.72776 -0.6 0.0 0.2 0.37
H 22.19372 -10.30016 2.27631 -0.1 0.1 -0.2 0.45
H 21.55396 -10.33651 3.88752 -0.3 -0.3 0.1 0.26
H 20.05210 -10.14842 1.22828 -0.1 0.0 -0.1 0.38
H 19.80205 -9.13185 2.63775 -0.1 -0.1 0.3 0.39
H 17.69304 -10.12080 1.38145 0.4 -0.1 -0.1 0.44
H 17.47570 -9.87090 3.13993 0.0 0.4 -0.3 0.31
H 16.95264 -11.33393 2.46374 0.5 -0.6 -0.2 0.24
C 19.18491 -14.45198 7.49990 -0.2 2.2 0.2 -0.93
O 19.35746 -14.88120 6.15001 -0.3 -1.2 0.1 -0.01
C 19.48430 -16.30763 6.15225 0.7 -0.7 -0.6 -0.52
C 19.24614 -16.88771 4.76339 -0.9 1.5 0.3 -0.81
O 19.90815 -16.03554 3.83622 0.1 0.1 0.2 -0.04
C 20.53013 -16.71267 2.74792 -0.3 0.3 -0.7 -0.84
H 18.70818 -15.12030 8.21517 0.1 -0.7 -0.6 0.40
H 18.52008 -13.58584 7.45705 0.1 0.0 -0.1 0.26
H 20.12416 -14.08179 7.91280 0.2 -0.3 -0.1 0.27
H 18.71364 -16.75865 6.77914 0.1 0.2 0.3 0.48
H 20.48825 -16.55147 6.51009 0.0 -0.1 0.1 0.30
H 18.16234 -16.80965 4.61701 0.1 -0.1 -0.4 0.30
H 19.54555 -17.92293 4.62826 0.2 0.0 0.3 0.43
H 20.89074 -17.70546 3.01792 -0.1 0.1 0.3 0.52
H 21.37814 -16.11757 2.41434 -0.1 0.0 0.1 0.12
H 19.79608 -16.78903 1.94169 0.2 -0.1 0.0 0.19
```
Positions in Å, forces in eV/Å.

---

Q: The lowest molar mass belongs to which entry?
A: C4H14NO2

---

Q: molar mass of number 3 (C32H67NO8PS)?
A: 656.9 g/mol